# 1
Entry from OMol25: a 2-piece molecular cluster, C5H12NOS overall (the ωB97M-V functional and the def2-TZVPD basis).

Atoms and positions in Å:
C 0.085819 -1.360502 -0.625315
C 1.202828 -0.131444 1.822917
C -1.418072 0.973032 -0.960433
C 0.881862 -1.469881 -1.795619
C -2.626290 1.775186 -0.782390
N 2.256929 0.599024 2.076735
O 1.038449 -1.258926 2.434456
S -1.367793 -0.544991 -0.214689
H -0.240650 -2.328140 -0.154321
H 0.629882 0.188945 0.992198
H -0.555175 1.378790 -1.344935
H 1.178915 -2.467891 -2.232683
H 1.827046 -0.988325 -1.664798
H 0.474055 -0.776725 -2.497550
H -2.960391 2.367649 -1.560190
H -2.392226 2.556206 0.058813
H -3.427467 1.132663 -0.526483
H 2.335546 1.567024 1.808347
H 2.856459 0.458648 2.883732
H 0.220273 -1.670341 2.282208

Cartesian forces (eV/Å) of the 3 atoms listed first:
C -1.8 -2.6 2.3
C 1.6 -0.1 0.1
C -0.9 0.1 -0.3

Computed properties:
- net charge = +1
- <S²> = 2.009
- spin multiplicity = 3
- LUMO level (spin up / spin down) (eV) = -4.16 / -4.64
- Kohn-Sham gap (spin up / spin down) (Ha) = 0.21179 / 0.35190
- HOMO energy (spin up / spin down) (eV) = -9.93 / -14.21
- energy relative to the best compared isomer or geometry (same formula, charge and spin) (kJ/mol) = 0.0

---

# 2
Entry from OMol25: the molecule C5H12NP (the ωB97M-V functional and the def2-TZVPD basis).

Atoms and positions in Å:
C 2.157201 -0.557108 0.335774
C 3.092268 0.550306 0.608830
C -2.493558 0.511839 -0.719377
C -1.404926 -0.823966 1.050185
C -1.194189 0.393165 0.115237
N -0.092263 0.356386 -0.850305
P 1.082981 -0.610816 -0.982737
H 3.079411 0.916367 1.636224
H 4.127111 0.178313 0.437779
H 3.116401 1.521815 0.112719
H -3.325035 0.731651 0.012392
H -2.520207 1.405207 -1.414383
H -2.682414 -0.455087 -1.345224
H -0.569812 -0.823087 1.820960
H -1.541205 -1.701818 0.359057
H -2.328633 -0.352410 1.546340
H -0.936947 1.285177 0.578656
H 1.013160 -1.981297 -1.053870
H 1.420662 -0.544628 -2.248261

Cartesian forces (eV/Å) of the 3 atoms listed first:
C 1.3 1.8 1.3
C 0.9 0.4 0.5
C -0.9 0.5 -0.4

Computed properties:
- net charge = 0
- spin multiplicity = 1
- LUMO level (spin up / spin down) (eV) = -1.29 / -1.18
- Kohn-Sham gap (spin up / spin down) (Ha) = 0.26809 / 0.26264
- HOMO energy (spin up / spin down) (eV) = -8.59 / -8.33
- energy relative to the best compared isomer or geometry (same formula, charge and spin) (kJ/mol) = 587.1

---

# 3
Entry from OMol25: an isolated ion of composition C5H12NS and charge +1 (the ωB97M-V functional and the def2-TZVPD basis).

Atoms and positions in Å:
C 1.480418 -1.253068 -0.860380
N 0.683042 -0.227421 0.015293
S 1.926942 0.329684 1.235465
C 0.167127 0.944026 -0.743141
C -1.089953 1.295396 0.086412
C -1.685909 -0.006242 0.546421
C -0.458503 -0.941539 0.668591
H 0.723653 -1.375435 -1.594066
H 2.400325 -0.959541 -1.242103
H 1.804370 -2.106294 -0.236036
H 1.252529 1.494119 1.296928
H -0.175746 0.646069 -1.691432
H 0.855289 1.824036 -0.712143
H -1.669158 1.711378 -0.690568
H -0.920834 1.986359 0.879016
H -2.121138 0.118954 1.442554
H -2.404511 -0.379404 -0.260978
H -0.163517 -1.147438 1.670143
H -0.604426 -1.953640 0.190023

Cartesian forces (eV/Å) of the 3 atoms listed first:
C -1.7 -0.1 1.9
N 3.6 -1.2 -0.1
S -1.0 0.4 -0.4

Computed properties:
- net charge = +1
- spin multiplicity = 1
- LUMO level (eV) = -4.14
- Kohn-Sham gap (Ha) = 0.38248
- HOMO energy (eV) = -14.55
- energy relative to the best compared isomer or geometry (same formula, charge and spin) (kJ/mol) = 201.0

---

# 4
Entry from OMol25: an isolated ion of composition C5H12NS and charge +1 (the ωB97M-V functional and the def2-TZVPD basis).

Atoms and positions in Å:
C -2.606577 -0.575985 -0.142077
C 0.445535 -0.502149 -1.019876
C -3.675970 0.165223 0.486201
C 1.759162 1.442453 -0.490231
C 2.283096 -0.666038 0.861508
N 1.728678 -0.132191 -0.434560
S -1.018374 0.100846 -0.042570
H -2.650463 -1.429855 -0.851562
H 0.469116 -1.568028 -1.112621
H -4.625918 -0.291662 0.318599
H -3.629555 1.177340 0.050076
H -3.363865 0.077865 1.569933
H 1.198859 1.657933 -1.409392
H 1.143989 1.889840 0.352571
H 2.774220 1.803276 -0.319795
H 2.324382 -1.720844 0.557718
H 3.273540 -0.339765 0.969914
H 1.650771 -0.611158 1.776158
H 2.519378 -0.477106 -1.119988

Cartesian forces (eV/Å) of the 3 atoms listed first:
C 4.8 -0.9 -2.5
C -2.4 -0.9 0.8
C 0.9 0.4 1.2

Computed properties:
- net charge = +1
- spin multiplicity = 1
- LUMO level (spin up / spin down) (eV) = -4.83 / -4.48
- Kohn-Sham gap (spin up / spin down) (Ha) = 0.25622 / 0.27969
- HOMO energy (spin up / spin down) (eV) = -11.80 / -12.09
- energy relative to the best compared isomer or geometry (same formula, charge and spin) (kJ/mol) = 467.2

---

# 5
Entry from OMol25: an isolated ion of composition C5H12NS and charge +1 (the ωB97M-V functional and the def2-TZVPD basis).

Atoms and positions in Å:
C -1.098283 0.853191 -1.484334
C 0.025693 0.606404 -0.780167
C 1.358378 1.238963 -0.987338
N 0.075454 -0.541902 0.293639
C -0.291002 -1.855528 -0.280270
C -0.626017 -0.362609 1.684225
S -0.556345 1.335443 2.275318
H -1.085988 1.630090 -2.232388
H -2.103631 0.585543 -1.250136
H 1.484664 1.610163 -1.979013
H 2.130155 0.409916 -0.906855
H 1.597789 1.999664 -0.277266
H 1.036190 -0.530642 0.706851
H 0.097163 -1.839554 -1.198017
H 0.336225 -2.639698 0.350761
H -1.298719 -2.067259 -0.395475
H -1.712048 -0.638390 1.360464
H -0.106433 -0.963128 2.413244
H 0.736755 1.169332 2.686756

Cartesian forces (eV/Å) of the 3 atoms listed first:
C 1.4 0.5 1.4
C -1.6 -0.4 -0.1
C 1.0 -2.4 0.1

Computed properties:
- net charge = +1
- spin multiplicity = 1
- LUMO level (eV) = -3.37
- Kohn-Sham gap (Ha) = 0.38644
- HOMO energy (eV) = -13.89
- energy relative to the best compared isomer or geometry (same formula, charge and spin) (kJ/mol) = 238.2

---

# 6
Entry from OMol25: a 2-piece molecular cluster, C5H12NS overall (the ωB97M-V functional and the def2-TZVPD basis).

Atoms and positions in Å:
C 2.869774 0.305110 0.523647
C 2.517731 -0.373183 -0.690506
C -3.253362 -0.233475 -0.011954
C -2.291549 0.905727 -0.046457
C 0.347069 -0.143857 0.587029
N 1.520998 0.465037 -0.012416
S -0.101135 -1.715477 0.099034
H 3.040220 -0.145093 1.414574
H 3.475905 1.094501 0.540266
H 2.797549 0.072320 -1.553390
H 2.113846 -1.317686 -0.561289
H -3.533574 -0.510812 -1.058267
H -2.585450 -1.119726 0.207404
H -3.985910 -0.144752 0.812969
H -1.953878 1.411357 0.908332
H -1.933768 1.351745 -0.930546
H 0.088715 0.147860 1.537161
H 1.448840 1.315278 -0.533126
H -0.582016 -1.364872 -1.232469

Cartesian forces (eV/Å) of the 3 atoms listed first:
C -0.7 -1.1 -0.7
C -0.6 -0.2 1.8
C 2.0 -0.4 -0.7

Computed properties:
- net charge = +1
- spin multiplicity = 1
- LUMO level (spin up / spin down) (eV) = -3.45 / -5.12
- Kohn-Sham gap (spin up / spin down) (Ha) = 0.34053 / 0.23507
- HOMO energy (spin up / spin down) (eV) = -12.72 / -11.52
- energy relative to the best compared isomer or geometry (same formula, charge and spin) (kJ/mol) = 623.7